The following is a quantum chemistry calculation of a cluster of 6 separate species, C27H61BClO15P in total in a non-equilibrium geometry, from the OMol25 dataset.

```
106
Properties=species:S:1:pos:R:3:forces:R:3
C -0.171274 -2.371627 -6.837672 -0.2056 -0.4890 -0.2710
C 0.217585 -1.916836 -5.649213 0.5250 0.3623 -0.5446
C 1.084082 -0.625017 -5.641085 -0.7984 -0.5468 0.6406
C 1.411106 -0.083067 -4.210877 -0.4668 -0.2941 0.0345
B 1.541128 1.527311 -4.174116 0.0326 0.7028 0.5939
C 1.767480 2.484012 -5.423060 -0.3385 0.1274 -0.1982
O 1.479889 2.134326 -2.896617 0.8417 -0.9741 -0.9382
O 0.301143 -0.484565 -3.350329 -0.9033 -0.5444 0.2079
C 0.659055 -1.450090 -2.434966 2.4545 3.2416 -1.8167
O 0.013460 -2.302774 -1.995385 -1.4751 -1.2743 1.0455
O 2.005730 -1.198182 -2.173076 -0.4329 -0.5589 -0.3327
C 2.549855 -0.859523 -3.459952 0.6367 -1.0654 -0.7590
P 4.116976 0.046754 -2.952458 0.2335 0.8443 0.8908
O 4.792829 0.712723 -4.319664 -0.5941 -0.8282 0.1870
Cl 5.362235 -1.533524 -2.337194 -0.6070 0.5032 -0.8033
H -0.461957 -3.426023 -6.973681 -0.4920 0.7837 0.1494
H -0.173095 -1.729132 -7.735730 0.4949 -0.5069 0.4158
H -0.060186 -2.484286 -4.750508 0.7239 0.2019 -0.3188
H 0.496731 0.138398 -6.193885 0.5741 -0.3517 0.2412
H 2.002873 -0.875562 -6.214106 -0.3976 0.5023 0.4400
H 2.846010 2.684948 -5.622795 -0.6240 -0.1238 0.1919
H 1.323655 2.131685 -6.374788 0.3565 0.0372 0.4356
H 1.271762 3.452733 -5.185907 0.4918 -0.4717 -0.0930
H 2.403527 2.385362 -2.708435 -0.5297 0.4127 0.3617
H 2.680706 -1.845076 -3.971537 0.3821 0.7670 0.0141
H 5.024790 1.633485 -4.119410 0.0558 -0.3984 0.0221
C 1.226921 5.263545 0.981952 -0.0963 0.0231 0.1304
O 0.441279 6.418404 0.731774 0.2004 -0.1072 -0.1818
C 1.107758 7.370452 -0.086558 -0.4276 0.0753 0.0927
C 0.638910 7.291946 -1.529015 0.4417 -0.0355 -0.1060
O 1.000352 6.055492 -2.130050 -0.1977 -0.0193 0.1995
C -0.074132 5.126147 -2.165238 0.0861 -0.1162 -0.1776
H 0.568574 4.485747 1.368474 -0.0207 0.0815 0.0234
H 1.707191 4.891279 0.074678 0.0055 0.0364 -0.0189
H 1.988678 5.486942 1.736096 0.0710 -0.0681 -0.0327
H 2.193219 7.243750 -0.023303 -0.0128 -0.0395 -0.0699
H 0.861017 8.360921 0.308224 0.0348 0.0187 -0.0237
H 1.135021 8.082522 -2.101268 -0.0286 0.0337 0.0275
H -0.441079 7.455423 -1.597242 0.0024 -0.0387 0.0821
H -0.767418 5.394672 -2.970108 -0.1134 -0.0116 0.0668
H -0.612078 5.079499 -1.216179 0.0051 0.0889 -0.0004
H 0.339627 4.140242 -2.376059 0.0200 0.1041 -0.0178
C 3.289424 -5.268867 2.815352 -0.0335 -0.1569 -0.0258
O 1.938426 -5.530000 2.473637 0.1260 0.2300 0.0534
C 1.026828 -4.668339 3.145473 -0.1627 -0.2035 -0.2850
C 0.564560 -3.536314 2.245015 0.1316 0.2460 0.2989
O 1.634951 -2.661216 1.913442 0.0489 -0.2731 -0.0256
C 2.169759 -2.915271 0.620793 0.0644 0.1861 0.0456
H 3.924366 -5.760971 2.078100 -0.0731 -0.0453 0.0151
H 3.513978 -4.200112 2.807697 -0.0369 0.0154 0.0192
H 3.511073 -5.683822 3.804237 0.0763 0.0750 0.0315
H 1.469452 -4.277377 4.066904 -0.0111 0.0164 -0.0199
H 0.157786 -5.273528 3.421521 -0.0089 0.0310 0.0414
H -0.178145 -2.940864 2.786467 -0.0383 -0.0425 -0.0015
H 0.087452 -3.926033 1.340329 0.0526 -0.0475 0.0090
H 1.505788 -2.505284 -0.137959 0.0209 -0.1380 -0.0309
H 2.322332 -3.981911 0.440497 -0.0522 -0.0135 0.0436
H 3.134742 -2.411803 0.549187 -0.0530 0.0501 0.0656
C 2.280193 -1.936263 9.258309 -0.0376 0.1361 0.0604
O 1.687575 -1.050477 8.322372 0.0852 -0.2646 -0.0331
C 2.146235 -1.268355 6.993451 -0.3369 0.2917 0.0216
C 1.146626 -2.073415 6.182476 0.3763 -0.3133 -0.1029
O 1.011267 -3.397462 6.690449 -0.0999 0.2843 0.1536
C -0.145559 -3.550125 7.499318 -0.0537 -0.2109 -0.1192
H 1.693505 -1.897769 10.176378 0.0063 0.0823 -0.0395
H 2.290528 -2.966524 8.896618 0.0151 0.0097 -0.0429
H 3.302998 -1.614575 9.480487 0.0403 -0.0973 0.0256
H 3.126206 -1.755821 6.996837 -0.0497 -0.0671 -0.0125
H 2.261347 -0.284242 6.529170 0.0257 -0.0195 -0.0329
H 1.517903 -2.159945 5.155842 -0.0068 0.0671 -0.0090
H 0.175350 -1.570166 6.145949 0.0250 0.0226 0.0819
H -1.033829 -3.627201 6.864002 -0.0972 0.0509 0.1101
H -0.267923 -2.725855 8.205616 0.0365 0.0406 -0.0465
H -0.041344 -4.476472 8.065122 0.0433 -0.0097 -0.0794
C -3.713502 -3.155260 8.800364 0.1467 -0.0145 -0.0889
O -3.957413 -3.734441 7.528035 -0.1657 0.0609 0.1935
C -4.984642 -4.717397 7.559237 0.1355 0.0978 -0.3956
C -6.305173 -4.160725 7.056828 -0.1687 -0.1449 0.3747
O -6.811275 -3.152218 7.921634 0.2495 0.0832 -0.1446
C -6.552310 -1.840959 7.445260 -0.1554 0.0161 0.0836
H -3.130456 -2.246013 8.651701 0.0249 -0.0667 -0.0644
H -4.639813 -2.892601 9.315094 -0.0216 -0.0439 -0.0091
H -3.133124 -3.849355 9.417511 -0.0357 0.0423 0.1099
H -5.095090 -5.130448 8.566752 -0.0599 0.0574 0.0018
H -4.671835 -5.529050 6.895190 -0.0278 -0.0246 0.0176
H -7.042593 -4.969412 7.043494 0.0254 -0.0150 -0.0359
H -6.204787 -3.781107 6.035199 0.0839 0.0104 0.0258
H -7.249327 -1.595146 6.637523 0.0751 0.0700 -0.0599
H -5.525116 -1.725898 7.092788 -0.0076 -0.0522 -0.0245
H -6.715073 -1.145797 8.268998 -0.0550 -0.0723 0.0057
C 0.094833 2.784886 -10.296353 0.0483 -0.1342 0.0657
O -0.337535 2.870112 -8.947069 -0.0046 0.1659 -0.1553
C -0.375403 4.208665 -8.465433 -0.1889 -0.2935 0.2633
C -1.788019 4.765847 -8.479477 0.1610 0.3408 -0.2305
O -2.285572 4.897071 -9.804277 0.0456 -0.2922 0.0874
C -3.146816 3.831742 -10.174927 -0.0732 0.1395 -0.0887
H -0.160510 1.793027 -10.669651 0.0228 -0.0008 0.0887
H -0.392081 3.529240 -10.929261 0.0036 0.0362 0.0349
H 1.181030 2.911957 -10.348691 0.0033 0.0431 -0.0977
H 0.301233 4.847603 -9.041312 -0.0705 0.0115 -0.0409
H -0.018139 4.186427 -7.431073 0.0061 0.0536 0.0013
H -1.771557 5.769802 -8.043881 0.0085 -0.0244 0.0434
H -2.457318 4.147580 -7.872950 0.0603 -0.0620 -0.0189
H -4.131142 3.974015 -9.717433 -0.0234 -0.1152 0.0119
H -2.744802 2.857785 -9.887838 0.0143 0.0261 0.0506
H -3.260462 3.853010 -11.258805 0.0121 0.0848 0.0348
```
Positions in Å, forces in eV/Å.

Summary:
- structure (SMILES) = C=CC[C@@]1(B(C)O)OC(=O)O[C@@H]1P(O)Cl.COCCOC.COCCOC.COCCOC.COCCOC.COCCOC
- spin multiplicity = 1
- net charge = 0
- E_HOMO (eV) = -8.8



The following is a quantum chemistry calculation of a cluster of 3 separate species, C27H61IN6O10P5 in total in a non-equilibrium geometry, from the OMol25 dataset.

```
110
Properties=species:S:1:pos:R:3:forces:R:3
C 3.730199 3.000089 -0.884557 -0.5305 0.0144 -0.3654
C 2.239913 3.086623 -1.290241 -0.2357 0.2839 1.0606
P 1.383724 1.642471 -0.536444 0.9724 -0.9174 -0.6237
C 1.165477 2.060421 1.244526 0.2108 0.3633 0.4443
C 2.005801 1.136255 2.172341 -0.7370 -0.1417 -0.3510
N -0.195515 1.520273 -1.356164 0.7378 0.1071 0.5643
C -1.310950 1.796357 -0.631424 0.3235 0.7004 -0.7941
N -1.537056 3.006483 -0.105532 -0.5876 -0.5370 0.2372
C -2.687105 2.877064 0.575771 -0.4092 0.1716 -0.6290
P -3.309855 4.342560 1.515029 1.4804 0.8676 1.4785
N -4.273928 5.235818 0.413254 0.6009 -0.7914 -0.0813
O -4.326362 3.710151 2.638456 -0.3767 0.1771 -0.9431
N -3.155827 1.642771 0.470547 -0.8515 0.2152 0.7861
N -4.313597 1.086118 1.056007 0.3060 -0.8659 -0.6666
C -4.026201 0.378537 2.091675 0.0668 -0.0119 0.6350
C -2.724753 0.449787 2.840355 0.5095 -0.2462 -0.3806
C -5.083657 -0.553670 2.616642 0.6493 0.8172 0.1001
N -2.304833 0.917587 -0.308117 1.3371 0.5030 -0.2159
C -2.403610 -0.469202 -0.712828 -1.8235 -0.2335 -0.0553
C -3.513753 -0.616006 -1.815804 0.1757 -0.1990 0.9688
O -3.294077 -0.405775 -2.939969 -0.0065 0.2310 -1.1396
I -5.467040 -1.279947 -1.184648 0.1599 -0.0681 -0.0305
P -0.254405 1.033683 -3.043466 -1.4831 -0.8764 -0.5683
C 1.335242 0.200755 -3.419001 0.5351 0.0024 1.0930
C 1.472872 -1.128991 -2.655979 0.1070 -0.0579 -0.1972
C -0.336425 2.534574 -4.116013 0.1157 -0.0722 -0.4523
C -1.433471 2.287013 -5.192917 0.0160 -0.0383 0.6730
H 4.302721 3.474743 -1.679069 0.3123 -0.0430 0.1893
H 3.906288 3.511468 0.059790 0.0922 -0.0273 0.0091
H 4.033473 1.955525 -0.790453 0.2141 0.0475 -0.0513
H 1.807866 3.998720 -0.870243 -0.0626 0.1594 -0.4014
H 2.138573 3.080572 -2.373673 -0.1830 -0.0915 0.0011
H 1.520705 3.082856 1.395421 -0.2781 0.1149 -0.1368
H 0.134308 2.039984 1.595226 -0.1048 0.0924 -0.3060
H 2.806169 1.692530 2.649539 0.1736 -0.1651 -0.0583
H 1.349987 0.735470 2.945993 0.1456 0.0527 0.1568
H 2.375985 0.272847 1.620630 0.3215 0.0905 0.0627
H -4.019457 4.974907 -0.537185 -0.5126 0.0110 -0.1284
H -3.955157 6.193198 0.529697 -0.2223 0.0979 -0.0718
H -5.174412 4.169945 2.529623 -0.2072 -0.3755 0.1743
H -2.757049 -0.106888 3.770933 -0.1572 0.0135 0.0168
H -2.433469 1.479236 3.055558 -0.1554 0.0561 -0.0471
H -1.909110 0.014405 2.250982 -0.0091 0.0109 -0.0002
H -5.258627 -1.309296 1.852957 -0.3833 0.0648 0.0094
H -5.955951 0.061180 2.837250 -0.3166 -0.4068 -0.1023
H -4.707767 -1.032423 3.515564 -0.2328 -0.0606 0.0855
H -2.719203 -1.100344 0.115858 0.3662 0.0504 0.1881
H -1.475423 -0.785776 -1.179283 0.1968 0.2203 0.1914
H 1.391421 -0.016798 -4.485544 -0.4072 0.3628 -0.1154
H 2.198388 0.821772 -3.162854 0.0387 0.0565 -0.2325
H 0.522671 -1.660193 -2.564831 -0.0215 0.0137 -0.0775
H 1.887876 -0.977003 -1.662625 -0.0993 0.0648 0.0476
H 2.161426 -1.775928 -3.199963 -0.0330 -0.0761 0.0471
H -0.602932 3.416200 -3.534303 0.2731 0.0170 0.1177
H 0.602203 2.706053 -4.646558 0.1851 0.1489 0.3616
H -1.722868 1.235295 -5.205002 0.0333 -0.0157 -0.2295
H -1.100538 2.589718 -6.181476 -0.0594 0.0445 -0.0199
H -2.326782 2.843994 -4.912434 -0.0725 0.0088 -0.2243
O -4.476124 -3.872490 5.459010 0.8438 1.0301 2.4856
P -5.498735 -4.583442 6.264231 -3.0143 -2.8889 -4.0410
O -5.219528 -6.170800 6.048478 0.1968 0.6449 0.7821
C -3.899580 -6.691432 5.905752 0.5073 -0.3953 -0.2075
C -3.264276 -7.037664 7.237600 -0.1782 0.0966 0.1361
O -6.853362 -4.379201 5.383891 0.1525 0.4178 0.4470
C -6.897891 -3.439268 4.319450 -0.0479 -0.0476 -0.4203
C -6.622509 -4.121420 2.992550 -0.0187 -0.1224 -0.0536
O -6.396084 -4.671282 7.583610 1.5646 0.9339 0.4411
C -6.178536 -5.560823 8.681900 0.0893 -0.1738 0.8607
C -5.179055 -5.011281 9.680235 -0.0347 0.2192 -0.1086
H -3.256012 -6.005814 5.352677 -0.1908 0.1912 0.0100
H -3.988137 -7.595789 5.302234 -0.1753 0.0340 -0.0013
H -3.146053 -6.145815 7.856589 0.0753 -0.0059 -0.0325
H -2.279071 -7.479784 7.088242 -0.0011 0.0190 -0.0468
H -3.875856 -7.750041 7.792599 0.0051 -0.0318 -0.0331
H -6.205275 -2.617660 4.498383 0.1011 -0.0886 0.0244
H -7.902749 -3.012348 4.305196 -0.0420 -0.1034 0.1391
H -5.683356 -4.674941 3.009684 0.0940 0.1475 0.0822
H -6.586769 -3.390793 2.180723 -0.0316 -0.0118 -0.0097
H -7.410005 -4.842155 2.770181 -0.0379 0.0460 -0.0129
H -5.912284 -6.559165 8.341497 0.1679 0.1316 -0.3257
H -7.147919 -5.661795 9.170824 -0.0799 0.1554 -0.1730
H -4.240282 -4.738769 9.193964 0.0336 -0.1081 0.0213
H -4.973652 -5.746782 10.457679 0.0164 -0.0184 -0.0229
H -5.569735 -4.110109 10.153295 -0.0076 -0.0125 0.0075
O 6.091306 2.607052 -4.241648 -0.0149 2.2627 -1.6853
P 7.451892 2.387390 -4.788256 1.6994 -4.8544 2.7811
O 7.386078 0.965238 -5.583468 0.0269 0.9665 -0.3275
C 6.222582 0.555237 -6.293382 -0.4499 -0.3963 -0.2420
C 6.211303 1.047433 -7.727397 0.1785 0.1357 0.0211
O 8.310889 1.973125 -3.472643 -0.0476 0.5949 -0.1927
C 7.791316 2.168948 -2.160367 -0.1276 -0.1674 0.2517
C 7.141629 0.902159 -1.646592 0.0047 -0.2027 0.0112
O 8.786778 2.967968 -5.451289 -1.4200 1.1278 -0.4928
C 9.157195 2.845206 -6.825831 0.2674 0.3381 -0.7534
C 8.537927 3.926664 -7.689170 -0.0418 0.1159 0.2007
H 5.310316 0.871098 -5.783946 0.1423 0.1504 0.1660
H 6.225278 -0.536092 -6.287027 0.1461 0.0140 0.0841
H 6.189539 2.138485 -7.764566 -0.0768 -0.0165 -0.0085
H 5.333417 0.672523 -8.254557 -0.0174 -0.0102 0.0418
H 7.099048 0.713174 -8.265502 -0.0109 -0.0432 0.0061
H 7.094182 3.005962 -2.138700 -0.0662 -0.0465 -0.1060
H 8.633206 2.437768 -1.520264 0.0980 -0.0265 -0.1277
H 6.380664 0.535288 -2.336542 -0.0854 0.1666 -0.0069
H 6.682768 1.077099 -0.671324 0.0045 -0.0119 0.0028
H 7.881567 0.107631 -1.540800 0.0348 0.0402 0.0361
H 8.952501 1.847375 -7.208098 -0.2955 -0.0547 0.2385
H 10.241964 2.954749 -6.845908 -0.0193 0.0292 0.2394
H 7.453328 3.959418 -7.568287 -0.0035 -0.0729 -0.0829
H 8.771360 3.755654 -8.739955 -0.0201 -0.0256 0.0010
H 8.922675 4.906536 -7.405981 0.0095 -0.0065 -0.0069
```
Positions in Å, forces in eV/Å.

Summary:
- spin multiplicity = 1
- net charge = +1
- E_HOMO (eV) = -10.4